{"formula": "C32H50LaP2", "method": "ωB97M-V/def2-TZVPD", "species": ["La", "C", "C", "C", "C", "C", "C", "H", "H", "H", "C", "H", "H", "H", "C", "H", "H", "H", "C", "H", "H", "H", "C", "H", "H", "H", "C", "C", "C", "C", "C", "C", "C", "C", "H", "H", "H", "H", "H", "H", "H", "H", "H", "H", "H", "H", "P", "C", "H", "H", "H", "C", "H", "H", "H", "C", "H", "H", "H", "P", "C", "H", "H", "H", "C", "H", "H", "H", "C", "H", "H", "H", "C", "C", "C", "C", "C", "C", "C", "C", "H", "H", "H", "H", "H"], "coordinates": [[-0.520, 0.482, -0.323], [-0.884, -1.439, -2.436], [-0.939, -0.089, -2.900], [1.235, -0.557, -2.307], [0.465, -1.729, -2.136], [0.385, 0.473, -2.807], [-1.975, -2.454, -2.447], [-2.959, -1.983, -2.306], [-1.812, -3.216, -1.662], [-1.987, -2.991, -3.414], [1.028, -3.048, -1.766], [0.329, -3.863, -1.979], [1.247, -3.038, -0.699], [1.982, -3.250, -2.273], [2.702, -0.497, -2.108], [3.247, -1.196, -2.763], [2.930, -0.793, -1.084], [3.087, 0.512, -2.256], [0.830, 1.831, -3.199], [1.009, 1.864, -4.284], [1.782, 2.089, -2.721], [0.114, 2.624, -2.944], [-2.132, 0.501, -3.510], [-2.266, 0.103, -4.527], [-2.056, 1.573, -3.619], [-3.047, 0.284, -2.961], [-2.508, 1.507, 0.925], [-3.090, 0.942, -0.216], [-4.130, 1.700, -1.019], [-3.636, 2.879, -1.930], [-2.196, 3.311, -1.846], [-1.660, 3.810, -0.720], [-2.506, 4.084, 0.492], [-2.876, 2.886, 1.415], [-4.908, 2.103, -0.341], [-4.294, 3.745, -1.721], [-4.663, 0.958, -1.648], [-3.961, 2.911, 1.616], [-2.053, 0.875, 1.727], [-3.163, -0.170, -0.352], [-2.400, 3.016, 2.403], [-1.972, 4.818, 1.115], [-0.641, 4.217, -0.688], [-3.451, 4.578, 0.207], [-3.855, 2.609, -2.976], [-1.674, 3.419, -2.812], [-1.143, -2.031, 1.809], [-0.516, -3.743, 1.678], [-0.781, -4.286, 2.595], [0.575, -3.713, 1.589], [-0.964, -4.255, 0.812], [-0.840, -1.602, 3.550], [-1.060, -2.471, 4.183], [-1.481, -0.758, 3.839], [0.216, -1.334, 3.648], [-2.967, -2.345, 1.818], [-3.512, -1.419, 2.041], [-3.214, -3.085, 2.596], [-3.289, -2.741, 0.844], [1.621, 2.168, 1.127], [2.141, 3.496, -0.023], [2.556, 4.361, 0.519], [1.302, 3.822, -0.649], [2.917, 3.098, -0.689], [0.832, 3.031, 2.561], [-0.063, 3.597, 2.253], [1.531, 3.718, 3.069], [0.517, 2.234, 3.264], [3.211, 1.633, 1.853], [3.751, 2.474, 2.314], [3.849, 1.193, 1.076], [3.037, 0.879, 2.628], [0.639, -1.023, 1.164], [1.819, -1.540, 1.131], [2.984, -2.295, 1.376], [3.765, -2.907, 0.346], [4.851, -3.724, 0.672], [5.208, -3.925, 2.015], [4.457, -3.328, 3.036], [3.375, -2.517, 2.720], [3.512, -2.750, -0.700], [5.428, -4.212, -0.118], [6.072, -4.549, 2.260], [4.720, -3.501, 4.088], [2.785, -2.037, 3.508]], "forces_ev_per_a": [[2.513, -2.424, -0.707], [0.674, 0.596, -0.096], [1.053, -0.455, 0.470], [-0.696, 0.095, -0.580], [-0.042, 0.647, 0.150], [-0.585, -1.177, 0.128], [-0.267, -0.349, -0.105], [0.170, -0.291, -0.024], [-0.230, 0.386, -0.300], [-0.140, 0.200, 0.350], [0.083, -0.240, 0.283], [0.193, 0.066, 0.018], [-0.009, -0.325, 0.112], [-0.325, 0.035, -0.059], [0.350, -0.069, 0.294], [-0.159, 0.290, 0.034], [0.214, 0.098, 0.045], [0.151, -0.064, -0.107], [0.290, 0.545, -0.456], [-0.075, 0.231, 0.185], [-0.165, -0.006, -0.090], [0.217, -0.208, -0.157], [-0.621, 0.194, -1.000], [-0.120, 0.059, 0.137], [0.057, 0.166, -0.089], [-0.096, -0.075, -0.035], [-3.479, -0.822, -0.640], [-1.552, 1.081, 2.975], [-0.116, -0.128, -0.286], [-0.609, 0.037, -0.574], [0.086, 0.683, 0.007], [-0.142, 0.108, -0.315], [-0.084, 0.355, 0.713], [0.364, -0.018, 0.369], [0.495, -0.221, -0.032], [0.383, -0.235, -0.026], [0.340, 0.493, 0.278], [0.310, -0.128, -0.162], [-0.016, 0.147, -0.895], [0.927, 0.788, 0.058], [-0.157, 0.021, -0.425], [-0.207, -0.181, -0.222], [-0.439, -0.209, -0.281], [0.429, -0.169, -0.161], [0.101, 0.110, 0.463], [-0.078, -0.357, 0.762], [-1.948, -0.149, -1.133], [0.008, 0.003, 0.044], [0.007, 0.034, -0.234], [-0.235, -0.148, -0.064], [0.216, 0.230, 0.286], [0.052, -0.011, 0.058], [-0.045, 0.252, -0.020], [0.195, -0.179, 0.046], [-0.284, 0.012, 0.139], [-0.219, -0.759, 0.789], [0.101, -0.130, -0.105], [-0.274, 0.130, -0.198], [0.150, 0.173, 0.233], [0.064, 0.296, 0.086], [0.263, 0.416, 0.238], [-0.107, -0.207, -0.254], [0.268, -0.028, 0.166], [-0.161, 0.057, 0.144], [0.042, -0.066, 0.055], [0.328, -0.207, 0.058], [-0.296, -0.304, -0.197], [0.146, 0.467, -0.216], [0.171, -0.038, 0.070], [-0.227, -0.116, -0.199], [-0.208, 0.022, 0.179], [-0.033, 0.039, -0.226], [6.495, -0.063, -0.643], [-4.092, 1.599, 0.579], [1.457, -1.221, -0.081], [-0.151, 0.068, 0.637], [-0.083, 0.237, 0.486], [-0.195, 0.039, -0.162], [0.247, -0.052, -0.141], [-0.261, 0.113, -0.217], [0.031, -0.091, 0.344], [-0.209, 0.240, 0.236], [-0.344, 0.184, -0.071], [-0.090, 0.114, -0.505], [0.230, -0.238, -0.219]], "relative_energy_kj_mol": 210.3, "total_charge": 1}